Record 1
The following is a quantum chemistry calculation of a molecular structure, C14H20Br30O3S2 in a non-equilibrium geometry, from OMol25.

Structure (ORCA input):
```
! RIJCOSX wB97M-V def2-TZVPD def2/J DEFGRID3
* xyz 0 1
C 4.0911 -1.0588 2.5871
C 2.4710 -1.2095 2.2179
C 1.7475 0.2132 1.8454
C 1.3379 1.1366 3.1504
O 0.4908 0.0614 1.0500
S -0.3651 -1.3409 1.5125
O -0.3658 -2.2326 0.2117
O -1.9831 -1.0031 1.9581
S -2.3094 -2.1030 3.2651
H 4.5146 -2.1733 2.5303
H 4.2185 -0.6564 3.6790
H 4.6914 -0.4559 1.7742
H 2.4459 -1.9760 1.3037
H 1.9755 -1.6866 3.1921
H 2.4660 0.8630 1.1566
H 2.2429 1.4581 3.8199
H 0.7584 2.0819 2.7360
H 0.5217 0.5072 3.7491
H -1.0453 -2.2434 3.8783
C -0.8017 3.5732 0.1920
Br 0.2973 4.5505 1.4652
Br 0.1719 3.1669 -1.4423
Br -1.5828 1.9778 0.9849
H -1.6316 4.2315 -0.0855
C -4.4017 6.3857 0.7920
Br -3.3027 7.3630 2.0652
Br -3.4281 5.9794 -0.8423
Br -5.1828 4.7903 1.5849
H -5.2316 7.0440 0.5145
C -0.7024 8.2652 5.2650
Br -1.8533 9.5005 4.2988
Br 0.6373 7.4650 4.1037
Br 0.1000 9.0970 6.8299
H -1.3393 7.4513 5.6268
C 3.1607 5.0564 -3.4384
Br 4.2839 6.3514 -4.3580
Br 2.8260 3.4829 -4.5319
Br 3.8791 4.5855 -1.6929
H 2.1925 5.5381 -3.2664
C -3.7393 -5.8205 1.1077
Br -2.6161 -4.5255 0.1882
Br -4.0740 -7.3941 0.0142
Br -3.0209 -6.2914 2.8532
H -4.7075 -5.3388 1.2798
C -0.9971 -2.8810 -3.3396
Br -0.7885 -3.0526 -1.4132
Br -1.9985 -1.2841 -3.8199
Br 0.7126 -2.9685 -4.2635
H -1.5862 -3.7409 -3.6752
C 4.7707 -0.3642 -4.3838
Br 3.2964 0.0301 -3.1776
Br 6.4862 -0.3237 -3.4677
Br 4.4983 -2.0381 -5.3369
H 4.7907 0.4320 -5.1353
C -4.7445 -7.9756 -4.4291
Br -4.6837 -6.1349 -3.8030
Br -4.3307 -9.2377 -3.0079
Br -6.4364 -8.3901 -5.2952
H -3.9625 -8.0812 -5.1882
C 5.4127 -2.2701 6.5834
Br 4.9693 -4.1628 6.6556
Br 6.7536 -1.8920 5.2259
Br 3.8280 -1.1633 6.3637
H 5.8541 -2.0081 7.5506
C -3.9786 -1.3295 -7.5034
Br -4.6318 -1.3723 -9.3352
Br -4.6779 -2.8083 -6.4508
Br -2.0366 -1.2429 -7.4293
H -4.3573 -0.4074 -7.0504
*
```

Its energy is -78787.5480 Ha. For the maximum force, the calculation gives 12.1 eV/Å. For the gap between HOMO and LUMO, the calculation gives 7.38 eV.

Results of the natural (NBO) charge analysis, in e, for atoms 1 through 8: -0.639, -0.476, 0.082, -0.668, -0.688, 1.661, -0.953, -0.810

***

Record 2
The following is a quantum chemistry calculation of a molecular structure, C31H23AsF2MnNOS3, from OMol25.

Structure (ORCA input):
```
! RIJCOSX wB97M-V def2-TZVPD def2/J DEFGRID3
* xyz -1 6
Mn -0.0973 2.2046 1.3714
F -4.0963 3.5457 -2.2850
C -3.6035 2.6625 -1.3836
C -2.3614 2.8811 -0.8238
C -1.8285 1.9804 0.0986
C -2.6009 0.8428 0.4319
C -3.8595 0.6905 -0.1392
F -4.6696 -0.3513 0.2087
C -4.3897 1.5768 -1.0528
C -2.0243 -0.1445 1.3777
C -2.4126 -1.4852 1.4546
C -1.7527 -2.3381 2.3196
C -0.7240 -1.8564 3.1139
C -0.3902 -0.5218 2.9859
N -1.0160 0.3025 2.1474
H -1.8247 3.7802 -1.1073
H -5.3728 1.4306 -1.4749
H -3.2040 -1.8558 0.8233
H -2.0362 -3.3827 2.3652
H -0.1738 -2.4946 3.7904
H 0.4280 -0.0878 3.5480
S 2.2690 1.5166 1.5220
C 2.4936 -0.2279 1.5536
C 3.2503 -0.7903 2.5909
C 3.4722 -2.1541 2.6662
C 2.9499 -3.0026 1.6984
C 2.2060 -2.4650 0.6586
C 1.9735 -1.0940 0.5744
As 0.7801 -0.3083 -0.7476
C 2.0268 0.6744 -1.8776
C 3.4050 0.4906 -1.8521
C 4.2250 1.2342 -2.6879
C 3.6735 2.1697 -3.5541
C 2.3005 2.3653 -3.5764
C 1.4812 1.6225 -2.7364
C 0.5451 -1.8930 -1.8883
C -0.5658 -2.6929 -1.6262
C -0.8095 -3.8419 -2.3656
C 0.0534 -4.1998 -3.3929
C 1.1545 -3.4025 -3.6720
C 1.3989 -2.2576 -2.9243
H 3.6550 -0.1271 3.3457
H 4.0575 -2.5563 3.4852
H 3.1228 -4.0706 1.7491
H 1.8001 -3.1235 -0.0995
H 3.8363 -0.2249 -1.1612
H 5.2983 1.0916 -2.6567
H 4.3156 2.7543 -4.2014
H 1.8668 3.1055 -4.2372
H 0.4092 1.7925 -2.7354
H -1.2482 -2.4116 -0.8299
H -1.6767 -4.4526 -2.1450
H -0.1346 -5.0925 -3.9765
H 1.8292 -3.6721 -4.4758
H 2.2625 -1.6443 -3.1541
C -3.2751 2.9481 3.2810
O -1.9149 3.1977 2.9412
C -1.4463 4.4735 2.9202
S -2.3406 5.7429 3.4894
S 0.1288 4.5273 2.2531
H -3.3951 1.8700 3.1928
H -3.9384 3.4644 2.5871
H -3.4858 3.2845 4.2951
*
```

As for the energy relative to the best compared isomer or geometry (same formula, charge and spin): 0.0 kJ/mol. Its energy is -6106.3052 Ha. For the maximum force, the calculation gives 0.1 eV/Å. For the gap between HOMO and LUMO (alpha / beta), the calculation gives 6.96 / 7.43 eV.

Results of the natural (NBO) charge analysis, in e, for atoms 1 through 8: 1.254, -0.339, 0.427, -0.353, -0.409, -0.179, 0.419, -0.350

***

Record 3
The following is a quantum chemistry calculation of a molecular structure, C46H43N8O3S4V in a non-equilibrium geometry, from OMol25.

Structure (ORCA input):
```
! RIJCOSX wB97M-V def2-TZVPD def2/J DEFGRID3
* xyz 0 3
V 0.9296 -0.0735 0.4656
S -0.6705 1.3547 1.2968
C -0.1951 1.1881 2.9912
N -0.8065 1.8403 3.9373
N -1.7027 2.7354 3.5824
C -2.5642 3.3236 4.4712
C -3.3633 4.3901 4.0526
C -4.2486 4.9711 4.9380
C -4.3588 4.4909 6.2352
C -3.5612 3.4336 6.6506
C -2.6623 2.8523 5.7821
N 0.7397 0.3215 3.3495
N 1.3498 -0.3749 2.4646
C 2.1991 -1.3240 3.0472
C 2.7288 -2.3788 2.3017
C 3.6005 -3.2756 2.8850
C 3.9702 -3.1466 4.2130
C 3.4215 -2.1251 4.9718
C 2.5345 -1.2323 4.4079
H -1.7614 2.9701 2.5865
H -3.2713 4.7562 3.0397
H -4.8573 5.8045 4.6176
H -5.0611 4.9373 6.9227
H -3.6432 3.0553 7.6586
H -2.0245 2.0339 6.0748
H 2.4903 -2.4723 1.2556
H 4.0142 -4.0809 2.2988
H 4.6931 -3.8235 4.6452
H 3.7030 -2.0196 6.0097
H 2.1198 -0.4286 4.9993
S 4.1193 0.4587 1.5610
C 3.4095 1.4771 0.4594
N 2.1140 1.6303 0.2431
C 1.8679 2.7153 -0.5760
C 0.6358 3.3061 -0.8501
C 0.5684 4.4315 -1.6475
C 1.7080 4.9835 -2.2153
C 2.9490 4.4374 -1.9443
C 3.0175 3.3341 -1.1126
S 4.4478 2.5554 -0.4978
H -0.2620 2.9044 -0.4102
H -0.3906 4.8986 -1.8178
H 1.6383 5.8512 -2.8531
H 3.8512 4.8703 -2.3494
C 3.1888 -2.5347 -5.1331
C 2.1485 -3.1798 -4.2221
N 2.4073 -2.8730 -2.8289
C 3.1997 -3.8115 -2.0633
C 4.7101 -3.6448 -2.1893
C 2.0296 -1.6846 -2.3186
S 2.7298 -1.2092 -0.8312
N 1.2389 -0.9240 -3.0637
C 0.5067 0.0870 -2.6149
O 0.2643 0.3760 -1.4221
C -0.1631 0.8983 -3.6681
C -1.0132 1.9293 -3.2753
C -1.6348 2.7206 -4.2197
C -1.4434 2.4740 -5.5689
C -0.6246 1.4283 -5.9669
C 0.0219 0.6477 -5.0251
H 2.9574 -2.7249 -6.1771
H 4.1808 -2.9254 -4.9284
H 3.1980 -1.4629 -4.9592
H 2.1656 -4.2656 -4.3363
H 1.1535 -2.8106 -4.4805
H 2.9052 -4.8169 -2.3803
H 2.9401 -3.6809 -1.0093
H 5.0493 -3.8341 -3.2029
H 5.1969 -4.3549 -1.5266
H 4.9955 -2.6398 -1.8939
H -1.1803 2.0925 -2.2233
H -2.2722 3.5326 -3.9035
H -1.9416 3.0864 -6.3078
H -0.4953 1.2260 -7.0213
H 0.6686 -0.1600 -5.3337
C -4.8836 2.3862 -0.0620
O -4.0128 1.3523 0.3301
C -3.5152 0.5040 -0.6223
C -3.6717 0.6553 -1.9870
C -3.1630 -0.2979 -2.8593
C -2.5483 -1.4309 -2.3660
C -2.3956 -1.6058 -1.0015
C -2.8356 -0.6311 -0.1109
N -2.7754 -0.7115 1.2702
C -2.3190 -1.6533 2.1099
C -1.4226 -2.7056 1.8684
C -1.5599 -3.9030 2.6113
C -0.8562 -5.0294 2.2872
C 0.0357 -5.0154 1.2065
C 0.3026 -3.8404 0.5538
C -0.3336 -2.6356 0.9233
O 0.1115 -1.5010 0.5218
H -5.2324 2.8472 0.8620
H -5.7416 1.9961 -0.6175
H -4.3726 3.1386 -0.6670
H -4.1733 1.5189 -2.3927
H -3.2595 -0.1479 -3.9228
H -2.1783 -2.1851 -3.0426
H -1.9691 -2.5238 -0.6335
H -3.2434 0.0825 1.6995
H -2.7558 -1.5935 3.1002
H -2.2958 -3.9240 3.4026
H -1.0084 -5.9425 2.8382
H 0.5427 -5.9191 0.9044
H 1.0239 -3.8040 -0.2492
*
```

Its energy is -4979.2576 Ha. For the maximum force, the calculation gives 7.6 eV/Å. For the gap between HOMO and LUMO (alpha / beta), the calculation gives 4.97 / 4.98 eV.

Results of the natural (NBO) charge analysis, in e, for atoms 1 through 8: 1.195, -0.316, 0.146, -0.179, -0.396, 0.230, -0.279, -0.190

***

Record 4
The following is a quantum chemistry calculation of a molecular structure, C17H25F5NO3P2Tl in a non-equilibrium geometry, from OMol25.

Structure (ORCA input):
```
! RIJCOSX wB97M-V def2-TZVPD def2/J DEFGRID3
* xyz 0 1
C 0.9009 -1.1887 -4.1878
C 0.9172 -0.8725 -2.8101
N -0.2296 -0.8605 -2.0843
C -1.3970 -1.0513 -2.6969
C -1.4896 -1.3348 -4.0664
C -0.3188 -1.4203 -4.8212
C 2.1511 -0.3782 -2.1752
P 2.1814 -0.4918 -0.3622
Tl -0.1213 -1.5834 0.9021
P -2.3946 -0.2495 -0.1983
C -2.6718 -0.9787 -1.8689
O 1.9484 2.0896 -2.7917
O -0.4745 2.5358 -2.4408
H 1.8565 -1.2043 -4.7125
H -2.4742 -1.4749 -4.4975
H -0.3534 -1.6514 -5.8773
C 3.4670 -1.7552 -0.0472
C 3.0395 1.0526 0.1236
H -3.4235 -0.3676 -2.3969
H -3.0863 -1.9933 -1.7339
H 2.1610 0.9766 -2.5174
H 3.0625 -0.7733 -2.6558
C -3.8738 -0.8717 0.6677
C -2.8369 1.4808 -0.5368
H -0.0856 3.1025 -0.8773
H -0.6812 3.3815 -2.8433
H 0.5898 2.3387 -2.6509
H 2.3412 2.2019 -3.6639
H -0.7469 -2.9938 0.1342
H 0.0662 3.4328 -0.1352
H 4.4067 -1.4557 -0.5334
H 3.6143 -1.8340 1.0405
H 3.1358 -2.7274 -0.4375
H 4.1280 0.9176 0.0630
H 2.7255 1.8732 -0.5341
H 2.7484 1.2803 1.1570
H -3.8457 1.5159 -0.9689
H -2.8231 2.0282 0.4159
H -2.0971 1.9262 -1.2212
H -4.7862 -0.5693 0.1365
H -3.8242 -1.9661 0.7428
H -3.8777 -0.4451 1.6803
F -0.1225 -0.2240 7.6649
C -0.0424 -0.1234 6.3226
C -0.6871 0.9242 5.6658
F -1.3806 1.8357 6.3821
C -0.6254 1.0201 4.2907
F -1.2707 2.0111 3.6381
C 0.0887 0.0618 3.5219
O 0.1034 0.1371 2.2185
C 0.7590 -0.9722 4.2293
F 1.4881 -1.8932 3.5244
C 0.6834 -1.0736 5.6028
F 1.3001 -2.0894 6.2505
*
```

Its energy is -2297.6038 Ha. For the maximum force, the calculation gives 2.4 eV/Å. For the gap between HOMO and LUMO, the calculation gives 6.21 eV.

Results of the Löwdin charge analysis, in e, for atoms 1 through 8: -0.032, -0.349, 0.052, -0.348, -0.047, -0.061, -0.343, 0.838